(1)
Entry from the Open Molecules 2025 dataset: a molecular structure, C31H50AsN2O4PRuSSi3 (ωB97M-V/def2-TZVPD).

The frontier orbital gap (alpha / beta) comes out at 5.60 / 5.59 eV. Its charge is -1. Its spin multiplicity is 2. Its expectation value of S² is 0.771. The HOMO energy (alpha / beta) comes out at -3.25 / -3.24 eV.

CARTESIAN COORDINATES (ANGSTROEM)
1 Ru -0.550 0.412 -0.013
2 N -1.911 1.982 -1.009
3 C -3.243 2.180 -0.567
4 C -3.676 3.487 -0.355
5 C -4.990 3.757 -0.029
6 C -5.890 2.701 0.035
7 C -5.436 1.403 -0.133
8 C -4.088 1.100 -0.359
9 C -3.585 -0.300 -0.439
10 C -4.508 -1.336 -0.235
11 C -4.218 -2.649 -0.545
12 C -2.988 -2.938 -1.113
13 C -2.027 -1.944 -1.169
14 C -2.242 -0.623 -0.743
15 H -1.830 1.477 -1.886
16 H -1.404 2.853 -1.036
17 H -2.962 4.295 -0.476
18 H -5.314 4.776 0.136
19 H -6.942 2.882 0.215
20 H -6.163 0.606 -0.089
21 H -5.483 -1.115 0.177
22 H -4.954 -3.427 -0.374
23 H -2.762 -3.934 -1.475
24 H -1.075 -2.195 -1.593
25 O 0.864 2.032 -3.614
26 C 0.934 2.654 -2.574
27 N 0.828 2.122 -1.305
28 S 0.987 3.299 -0.187
29 O -0.176 3.365 0.660
30 O 2.250 3.357 0.508
31 C 1.038 4.678 -1.301
32 C 1.157 6.034 -1.042
33 C 1.305 6.876 -2.134
34 C 1.360 6.364 -3.429
35 C 1.254 4.996 -3.658
36 C 1.089 4.167 -2.567
37 H 1.128 6.413 -0.029
38 H 1.397 7.944 -1.977
39 H 1.479 7.043 -4.264
40 H 1.304 4.571 -4.653
41 C 4.238 1.258 -0.355
42 P 3.272 0.751 1.075
43 C 4.110 -0.806 1.464
44 C 3.678 1.695 2.549
45 O 1.829 0.438 0.854
46 H 5.290 1.321 -0.075
47 H 3.906 2.203 -0.776
48 H 4.098 0.465 -1.093
49 H 5.196 -0.693 1.516
50 H 3.840 -1.543 0.707
51 H 3.736 -1.175 2.422
52 H 4.756 1.672 2.714
53 H 3.170 1.179 3.366
54 H 3.320 2.721 2.495
55 C -0.666 1.896 3.223
56 Si -1.141 0.335 2.280
57 C -0.282 -0.990 3.278
58 C -2.954 0.052 2.683
59 H -0.776 1.702 4.295
60 H -1.291 2.750 2.946
61 H 0.370 2.178 3.016
62 H -0.437 -0.794 4.347
63 H 0.791 -1.006 3.071
64 H -0.680 -1.976 3.040
65 H -3.076 0.114 3.771
66 H -3.276 -0.939 2.350
67 H -3.612 0.791 2.216
68 C -0.918 -5.209 0.890
69 Si 0.684 -4.258 1.169
70 C 2.080 -5.383 0.607
71 C 0.895 -4.180 3.040
72 As 0.789 -2.127 0.317
73 Si 1.541 -2.649 -1.813
74 C 1.169 -1.190 -2.944
75 C 3.385 -3.029 -1.911
76 C 0.702 -4.142 -2.626
77 H -0.975 -6.099 1.531
78 H -1.001 -5.534 -0.152
79 H -1.777 -4.568 1.106
80 H 1.944 -6.372 1.058
81 H 3.048 -4.985 0.925
82 H 2.119 -5.506 -0.476
83 H 1.198 -5.149 3.455
84 H -0.031 -3.876 3.531
85 H 1.655 -3.437 3.295
86 H 0.715 -0.375 -2.377
87 H 0.465 -1.457 -3.738
88 H 2.058 -0.765 -3.420
89 H 3.980 -2.112 -1.851
90 H 3.628 -3.527 -2.857
91 H 3.696 -3.683 -1.092
92 H -0.388 -4.055 -2.582
93 H 0.976 -5.080 -2.139
94 H 0.994 -4.215 -3.681

***

(2)
Entry from the Open Molecules 2025 dataset: a molecular structure, C31H50AuGe2N5Sb2 (ωB97M-V/def2-TZVPD).

The frontier orbital gap (alpha / beta) comes out at 5.37 / 3.79 eV. Its charge is +3. Its spin multiplicity is 2. Its expectation value of S² is 0.752. The HOMO energy (alpha / beta) comes out at -14.68 / -14.67 eV.

CARTESIAN COORDINATES (ANGSTROEM)
1 Au 0.173 0.622 -0.399
2 C -2.922 -5.708 1.772
3 Sb -1.733 -4.260 0.752
4 C -0.823 -3.471 2.548
5 C -0.150 -5.647 0.169
6 C 1.055 -5.548 1.028
7 C 1.217 -6.415 2.108
8 C 2.308 -6.317 2.955
9 C 3.302 -5.368 2.726
10 C 3.173 -4.520 1.651
11 C 2.052 -4.576 0.804
12 C 2.045 -3.719 -0.373
13 Sb 1.799 -1.442 -0.067
14 C 3.504 -1.265 -1.342
15 C 2.487 -1.290 1.937
16 H -2.306 -6.252 2.486
17 H -3.344 -6.403 1.049
18 H -3.737 -5.220 2.304
19 H 0.025 -4.073 2.878
20 H -1.575 -3.492 3.338
21 H -0.505 -2.433 2.427
22 H 0.075 -5.456 -0.878
23 H -0.570 -6.650 0.216
24 H 0.480 -7.190 2.279
25 H 2.402 -7.008 3.783
26 H 4.176 -5.326 3.360
27 H 3.965 -3.812 1.430
28 H 1.430 -3.984 -1.225
29 H 3.056 -3.467 -0.686
30 H 4.383 -1.474 -0.729
31 H 3.644 -0.305 -1.817
32 H 3.419 -2.040 -2.104
33 H 3.576 -1.312 1.930
34 H 2.111 -2.152 2.483
35 H 2.134 -0.379 2.409
36 C -5.188 0.846 1.163
37 N -3.986 0.039 0.915
38 C -4.057 -1.402 1.145
39 C -2.845 0.569 0.465
40 N -1.758 -0.116 0.215
41 N -2.906 1.946 0.265
42 C -1.990 2.800 -0.288
43 N -2.359 4.085 -0.340
44 N -0.840 2.404 -0.757
45 H -5.967 0.191 1.534
46 H -5.558 1.308 0.246
47 H -5.017 1.596 1.939
48 H -5.037 -1.647 1.540
49 H -3.310 -1.709 1.878
50 H -3.911 -1.952 0.212
51 H -1.883 -1.115 0.335
52 H -3.763 2.378 0.569
53 H -3.284 4.396 -0.091
54 H -1.731 4.778 -0.718
55 H -0.284 3.178 -1.100
56 C 0.199 2.135 -4.262
57 Ge 1.926 1.352 -3.860
58 C 3.532 2.219 -4.504
59 C 1.876 -0.584 -3.960
60 Ge 2.132 1.977 -1.086
61 C 3.856 1.793 -0.241
62 C 5.048 1.958 -0.945
63 C 6.254 1.978 -0.263
64 C 6.274 1.863 1.122
65 C 5.087 1.736 1.829
66 C 3.877 1.697 1.149
67 C 1.755 3.906 -1.155
68 C 1.688 4.704 -2.294
69 C 1.501 6.077 -2.180
70 C 1.385 6.662 -0.928
71 C 1.473 5.878 0.218
72 C 1.665 4.509 0.108
73 H 0.043 1.908 -5.322
74 H 0.145 3.211 -4.132
75 H -0.593 1.645 -3.696
76 H 3.463 2.138 -5.595
77 H 4.429 1.693 -4.187
78 H 3.599 3.273 -4.244
79 H 1.300 -0.816 -4.860
80 H 1.352 -1.030 -3.115
81 H 2.872 -1.012 -4.053
82 H 5.049 2.069 -2.022
83 H 7.180 2.089 -0.811
84 H 7.217 1.891 1.651
85 H 5.102 1.674 2.910
86 H 2.955 1.621 1.714
87 H 1.807 4.280 -3.281
88 H 1.466 6.690 -3.071
89 H 1.257 7.733 -0.841
90 H 1.415 6.336 1.196
91 H 1.757 3.921 1.015

***

(3)
Entry from the Open Molecules 2025 dataset: 2 unconnected molecules or ions with the total composition C31H50B2N4O13Si (ωB97M-V/def2-TZVPD).

The frontier orbital gap comes out at 6.01 eV. Its spin multiplicity is 1. The HOMO energy comes out at -8.88 eV.

CARTESIAN COORDINATES (ANGSTROEM)
1 C 4.934 -4.653 1.484
2 C 4.444 -3.440 0.911
3 C 4.100 -1.863 0.630
4 N 4.466 -1.268 -0.710
5 C 3.958 0.145 -0.530
6 N 4.057 1.026 -1.549
7 B 3.611 2.451 -1.674
8 O 2.236 2.690 -2.238
9 O 4.386 3.675 -1.356
10 C 5.359 3.449 -0.276
11 C 6.934 3.451 -0.757
12 Si 4.823 0.339 -3.073
13 C 6.663 -0.177 -2.834
14 C 4.845 1.748 -4.442
15 C 3.714 -1.077 -3.862
16 N 3.356 0.430 0.798
17 C 2.736 1.567 1.526
18 C 1.143 1.653 1.022
19 C 0.452 2.988 1.677
20 C -1.188 2.968 1.638
21 C -1.831 3.410 0.178
22 C -3.173 2.489 -0.084
23 C -3.560 2.556 -1.689
24 C -2.876 1.299 -2.525
25 C -3.945 0.514 -3.499
26 C -5.268 -0.058 -2.691
27 C -5.602 -1.567 -3.250
28 C -6.769 -2.338 -2.357
29 C -6.095 -3.275 -1.147
30 C -6.127 -2.486 0.311
31 N 3.447 -0.783 1.461
32 C 3.012 -1.268 2.815
33 C 1.683 -2.272 2.657
34 O 1.288 -2.913 3.780
35 O 0.977 -2.524 1.392
36 C 0.338 -3.881 1.430
37 C 1.039 -5.237 0.780
38 O -0.887 -4.085 1.988
39 H 5.420 -5.595 2.033
40 H 2.059 3.676 -2.174
41 H 5.170 2.495 0.374
42 H 5.250 4.376 0.468
43 H 7.199 2.372 -1.125
44 H 7.587 3.668 0.191
45 H 7.073 4.210 -1.638
46 H 7.223 0.356 -1.955
47 H 6.650 -1.337 -2.554
48 H 7.260 -0.128 -3.866
49 H 3.765 2.146 -4.680
50 H 5.406 1.338 -5.411
51 H 5.554 2.581 -3.996
52 H 4.338 -1.850 -4.483
53 H 2.926 -0.529 -4.564
54 H 3.111 -1.545 -2.967
55 H 3.196 2.644 1.291
56 H 2.685 1.497 2.692
57 H 0.549 0.684 1.386
58 H 1.056 1.670 -0.145
59 H 0.779 3.060 2.808
60 H 0.823 3.950 1.108
61 H -1.577 3.783 2.416
62 H -1.667 1.936 1.964
63 H -1.004 3.185 -0.631
64 H -2.072 4.577 0.151
65 H -2.876 1.371 0.209
66 H -4.050 2.898 0.589
67 H -3.205 3.586 -2.157
68 H -4.739 2.532 -1.778
69 H -2.024 1.720 -3.238
70 H -2.325 0.526 -1.810
71 H -3.395 -0.443 -3.951
72 H -4.277 1.169 -4.420
73 H -6.181 0.637 -2.975
74 H -5.126 0.013 -1.530
75 H -4.647 -2.267 -3.250
76 H -6.004 -1.441 -4.367
77 H -7.369 -3.097 -3.034
78 H -7.535 -1.581 -1.882
79 H -6.775 -4.240 -0.995
80 H -4.991 -3.623 -1.435
81 H -5.466 -3.084 1.078
82 H -5.721 -1.384 0.215
83 H -7.246 -2.413 0.650
84 H 2.873 -0.450 3.638
85 H 3.874 -1.988 3.220
86 H 0.641 -5.465 -0.307
87 H 2.203 -5.092 0.686
88 H 0.881 -6.205 1.443
89 B -3.536 -0.661 4.829
90 O -2.220 -0.438 4.221
91 C -2.424 -0.262 2.908
92 O -1.533 -0.052 2.100
93 C -3.829 -0.359 2.613
94 O -4.341 -0.245 1.511
95 O -4.516 -0.596 3.740
96 O -3.588 -1.961 5.505
97 C -3.873 -1.718 6.792
98 O -3.990 -2.586 7.642
99 C -4.015 -0.301 7.003
100 O -4.273 0.245 8.063
101 O -3.820 0.353 5.850

***

(4)
Entry from the Open Molecules 2025 dataset: a molecular structure, C31H50Cl3GeN7O4SSeV (ωB97M-V/def2-TZVPD).

The frontier orbital gap (alpha / beta) comes out at 7.07 / 7.74 eV. Its charge is +4. Its spin multiplicity is 2. Its expectation value of S² is 0.784. The HOMO energy (alpha / beta) comes out at -18.33 / -18.32 eV.

CARTESIAN COORDINATES (ANGSTROEM)
1 V -0.813 -0.366 -0.276
2 N 2.195 -0.925 0.676
3 C 2.528 0.464 0.990
4 C 3.859 0.979 0.415
5 C 5.107 0.325 1.021
6 C 6.392 1.123 0.756
7 N 6.710 2.176 1.722
8 C 7.555 2.062 2.753
9 N 7.869 3.141 3.465
10 N 8.062 0.882 3.097
11 C 1.408 1.400 0.547
12 O 1.233 2.525 0.869
13 O 0.511 0.766 -0.339
14 H 2.530 -1.555 1.394
15 H 2.617 -1.219 -0.199
16 H 2.535 0.560 2.081
17 H 3.898 2.065 0.521
18 H 3.842 0.782 -0.663
19 H 5.264 -0.657 0.569
20 H 4.971 0.152 2.092
21 H 6.333 1.613 -0.217
22 H 7.250 0.455 0.673
23 H 6.383 3.106 1.521
24 H 7.595 4.062 3.164
25 H 8.540 3.094 4.216
26 H 7.899 0.057 2.547
27 H 8.780 0.818 3.801
28 Cl 0.755 0.951 4.857
29 C -0.917 0.700 4.357
30 Cl -1.863 2.177 4.458
31 Cl -1.662 -0.629 5.228
32 C -0.873 0.319 2.915
33 N -0.840 0.042 1.805
34 C -2.244 5.973 -0.637
35 Ge -3.422 4.526 -0.148
36 C -4.371 4.798 1.515
37 C -4.590 4.004 -1.612
38 C -2.148 2.976 0.231
39 Se -2.574 1.377 -0.770
40 C -4.061 0.767 0.315
41 H -2.833 6.848 -0.913
42 H -1.621 5.708 -1.491
43 H -1.600 6.253 0.196
44 H -4.982 5.698 1.457
45 H -3.662 4.932 2.334
46 H -5.034 3.966 1.756
47 H -5.258 4.836 -1.836
48 H -5.225 3.147 -1.386
49 H -4.016 3.797 -2.516
50 H -2.160 2.713 1.291
51 H -1.131 3.244 -0.052
52 H -4.771 1.592 0.333
53 H -3.716 0.539 1.320
54 H -4.505 -0.102 -0.164
55 O -1.953 -1.700 0.208
56 S -2.528 -2.947 1.038
57 C -1.175 -4.079 1.071
58 C -0.063 -3.971 0.252
59 C 0.913 -4.955 0.344
60 C 0.764 -6.013 1.231
61 C -0.359 -6.099 2.045
62 C -1.342 -5.125 1.974
63 C -3.710 -3.683 0.008
64 C -5.036 -3.493 0.402
65 C -6.042 -4.081 -0.350
66 C -5.712 -4.841 -1.463
67 C -4.382 -5.028 -1.843
68 C -3.364 -4.453 -1.109
69 H 0.042 -3.174 -0.473
70 H 1.783 -4.909 -0.297
71 H 1.525 -6.779 1.288
72 H -0.471 -6.923 2.735
73 H -2.219 -5.189 2.608
74 H -5.276 -2.922 1.291
75 H -7.077 -3.965 -0.058
76 H -6.498 -5.316 -2.036
77 H -4.148 -5.647 -2.698
78 H -2.328 -4.622 -1.370
79 C -3.297 -1.495 -3.063
80 N -2.179 -1.022 -3.867
81 C -2.448 -0.826 -5.305
82 C -1.207 -1.166 -6.099
83 C -0.063 -0.307 -5.614
84 N 0.029 -0.343 -4.138
85 C 1.336 -0.004 -3.586
86 C -0.977 -0.737 -3.368
87 O -0.747 -0.864 -2.084
88 H -3.732 -2.368 -3.547
89 H -4.063 -0.720 -2.991
90 H -2.963 -1.789 -2.073
91 H -2.763 0.208 -5.469
92 H -3.283 -1.474 -5.566
93 H -1.376 -0.988 -7.160
94 H -0.968 -2.224 -5.976
95 H -0.184 0.735 -5.919
96 H 0.892 -0.661 -6.000
97 H 2.019 -0.850 -3.676
98 H 1.242 0.298 -2.547
99 H 1.736 0.832 -4.158

***

(5)
Entry from the Open Molecules 2025 dataset: a molecular structure, C31H50GdO3P2S (ωB97M-V/def2-TZVPD).

The frontier orbital gap (alpha / beta) comes out at 5.96 / 2.82 eV. Its charge is +1. Its spin multiplicity is 8. Its expectation value of S² is 15.794. The HOMO energy (alpha / beta) comes out at -8.30 / -9.98 eV.

CARTESIAN COORDINATES (ANGSTROEM)
1 Gd -0.888 1.410 0.787
2 C 0.844 1.425 2.650
3 C 1.442 1.552 1.353
4 C 0.109 3.416 1.736
5 C 0.019 2.562 2.875
6 C 1.029 2.812 0.794
7 C 1.268 0.416 3.653
8 H 2.364 0.405 3.757
9 H 0.954 -0.585 3.330
10 H 0.837 0.602 4.643
11 C -0.766 2.820 4.119
12 H -0.243 2.444 5.013
13 H -1.740 2.306 4.044
14 H -0.957 3.888 4.297
15 C -0.625 4.708 1.614
16 H -0.658 5.215 2.583
17 H -1.663 4.537 1.289
18 H -0.135 5.387 0.911
19 C 1.578 3.363 -0.477
20 H 2.559 3.823 -0.287
21 H 0.923 4.126 -0.903
22 H 1.728 2.583 -1.234
23 C 2.522 0.648 0.872
24 H 3.516 0.998 1.202
25 H 2.547 0.579 -0.221
26 H 2.396 -0.369 1.273
27 C 0.484 -3.374 -0.123
28 C 1.689 -3.583 0.454
29 C 2.962 -2.990 -0.070
30 C 3.214 -3.201 -1.617
31 C 3.089 -1.990 -2.489
32 C 2.095 -1.091 -2.421
33 C 0.896 -1.259 -1.528
34 C 0.241 -2.649 -1.426
35 H 3.823 -3.451 0.455
36 H 2.587 -4.011 -2.026
37 H 3.037 -1.910 0.162
38 H 0.489 -3.271 -2.296
39 H -0.411 -3.848 0.290
40 H 1.808 -4.248 1.336
41 H -0.853 -2.496 -1.450
42 H 1.125 -0.905 -0.508
43 H 2.185 -0.126 -2.940
44 H 0.093 -0.566 -1.891
45 H 4.264 -3.522 -1.720
46 H 3.929 -1.845 -3.178
47 P -0.610 -0.595 -4.171
48 P -0.702 2.453 -3.813
49 C -0.773 0.419 -5.745
50 C -1.430 1.734 -5.415
51 H -1.344 -0.178 -6.472
52 H 0.242 0.583 -6.151
53 H -1.249 2.437 -6.242
54 H -2.516 1.613 -5.291
55 C -1.234 4.129 -4.380
56 H -0.751 4.914 -3.788
57 H -2.324 4.191 -4.274
58 H -0.967 4.259 -5.440
59 C 1.025 2.622 -4.528
60 H 0.990 2.749 -5.626
61 H 1.657 1.753 -4.290
62 H 1.483 3.522 -4.091
63 C -2.278 -1.418 -4.178
64 H -2.568 -1.648 -3.140
65 H -2.253 -2.360 -4.754
66 H -3.025 -0.727 -4.606
67 C 0.377 -1.761 -5.207
68 H -0.182 -2.042 -6.112
69 H 0.637 -2.641 -4.619
70 H 1.296 -1.247 -5.518
71 C -2.116 -2.933 7.834
72 C -2.123 -2.406 6.430
73 C -2.342 -3.248 5.339
74 C -2.378 -2.745 4.046
75 C -2.157 -1.373 3.833
76 C -1.937 -0.528 4.921
77 C -1.961 -1.038 6.201
78 S -2.317 -0.802 2.154
79 O -0.938 -0.869 1.532
80 O -3.339 -1.538 1.470
81 O -2.566 0.695 2.262
82 H -3.123 -2.958 8.273
83 H -1.708 -3.948 7.873
84 H -1.505 -2.281 8.471
85 H -2.506 -4.317 5.494
86 H -2.584 -3.383 3.196
87 H -1.741 0.537 4.769
88 H -1.865 -0.364 7.066